Arrangement A

ORCA calculation (ωB97M-V/def2-TZVPD) on the molecule C3H5N5.

Each atom is followed by the atoms it is bonded to, with distances in Å.
Element x y z (Å)
1 C 1.5380 -0.5209 -0.0336  C2 1.492, H4 1.122, H5 1.143, N13 1.471
2 C 0.8688 0.7923 0.1966  C1 1.492, H6 1.062, H7 1.132, N9 1.539
3 C -0.5130 -1.0615 -0.1140  N9 1.415, N12 1.500, N13 1.247
4 H 2.3933 -0.6445 0.6818  C1 1.122
5 H 1.8969 -0.4541 -1.1166  C1 1.143
6 H 1.2418 1.5902 -0.3965  C2 1.062
7 H 0.8923 1.1138 1.2814  C2 1.132
8 H -2.0897 1.4490 -0.5498  N10 1.012
9 N -0.5274 0.3448 -0.2725  C2 1.539, C3 1.415, N10 1.294
10 N -1.7130 0.7382 0.0648  H8 1.012, N9 1.294, N11 1.388
11 N -2.6011 -0.3268 0.1285  N10 1.388, N12 1.238
12 N -1.9668 -1.3879 0.0594  C3 1.500, N11 1.238
13 N 0.5798 -1.6324 0.0705  C1 1.471, C3 1.247

- Total charge: 0
- HOMO: -8.59 eV
- Spin multiplicity: 1
- SMILES string: C1CN2NN=NC2=N1

These are the Löwdin partial charges, in e, on atoms 1 to 2: number 1, C, carries -0.2316; number 2, C, carries -0.0921

Arrangement B

ORCA calculation (ωB97M-V/def2-TZVPD) on the molecule C3H5N5.

Each atom is followed by the atoms it is bonded to, with distances in Å.
Element x y z (Å)
1 C 0.7721 0.8353 -0.0937  N9 1.317, N10 1.304, N12 1.425
2 C 1.2966 -1.3016 0.0200  H6 1.059, N11 1.283, N12 1.372
3 C -1.1500 -0.8958 0.0873  H7 1.097, N12 1.431, N13 1.264
4 H -0.9719 1.8432 -0.0439  N9 1.024
5 H 0.5207 2.8770 0.2215  N9 1.079
6 H 1.1627 -2.3409 -0.1310  C2 1.059
7 H -1.1653 -1.9923 0.1298  C3 1.097
8 H -3.0704 -0.3997 -0.0911  N13 1.000
9 N 0.0452 1.9253 0.0401  C1 1.317, H4 1.024, H5 1.079
10 N 2.0654 0.6745 -0.0470  C1 1.304, N11 1.376
11 N 2.4058 -0.6564 0.0324  C2 1.283, N10 1.376
12 N 0.2076 -0.4726 -0.0712  C1 1.425, C2 1.372, C3 1.431
13 N -2.1185 -0.0959 -0.0532  C3 1.264, H8 1.000

- Total charge: 0
- HOMO: -8.49 eV
- Spin multiplicity: 1
- SMILES string: [H]/N=C/n1cnnc1N

These are the Löwdin partial charges, in e, on atoms 1 to 2: number 1, C, carries -0.4374; number 2, C, carries -0.2080

The most stable arrangement is arrangement B, and the next structure is 0.0899 hartree less stable.